Record 1
Computed, not measured: C12H30F2N3O12S3Sn as an isolated structure in a non-equilibrium geometry, with ωB97M-V/def2-TZVPD.

Last column: Löwdin spin population.
Geometry (Å):
Sn: -0.51 -0.62 0.43  0.00
S: 2.80 0.68 -1.82  0.00
S: 1.10 1.12 -3.21  0.00
S: -3.93 0.72 0.93  -0.04
F: -0.43 0.79 -3.60  0.00
F: 2.95 -0.04 -0.38  0.00
O: 0.51 4.49 -0.40  0.00
O: 3.65 -0.25 -2.53  0.00
O: -0.01 -0.20 3.30  0.00
O: -2.43 -2.10 -1.59  0.00
O: 1.72 0.39 -4.27  0.00
O: 1.65 -2.66 1.16  0.00
O: -4.93 0.22 0.03  0.40
O: -2.76 1.24 0.25  0.03
O: -4.60 1.77 1.72  0.52
O: -3.40 -0.34 1.75  0.10
O: 1.06 2.60 -3.29  0.00
O: 3.19 2.02 -1.43  0.00
N: 0.83 2.05 1.44  0.00
N: 1.11 0.47 -1.83  0.00
N: 0.44 -2.57 -1.70  0.00
C: -0.98 -0.70 4.17  0.00
C: 0.29 1.06 3.79  0.00
C: -0.52 3.73 0.15  0.00
C: 1.21 -3.64 -1.02  0.00
C: -1.86 -3.30 -2.05  0.00
C: 0.31 5.10 -1.63  0.00
C: 2.28 -3.33 0.02  0.00
C: -0.44 -3.21 -2.64  0.00
C: -0.21 3.11 1.57  0.00
C: -3.21 -1.48 -2.65  0.00
C: 2.51 -2.31 2.25  0.00
C: 1.35 1.63 2.78  0.00
H: 3.54 -2.29 1.89  0.00
H: -0.54 -0.96 5.13  0.00
H: -3.53 -0.47 -2.38  0.00
H: -0.51 5.82 -1.68  0.00
H: -4.12 -2.05 -2.83  0.00
H: 1.68 -4.16 -1.85  0.00
H: 2.98 -2.64 -0.45  0.00
H: 2.80 -4.26 0.27  0.00
H: 0.89 -1.68 -1.86  0.00
H: -0.48 -2.47 -3.44  0.00
H: 1.52 2.58 0.94  0.00
H: 2.40 -3.15 2.93  0.00
H: -0.83 2.90 -0.47  0.00
H: -0.20 -4.17 -3.10  0.00
H: -1.17 2.72 1.92  0.00
H: -2.57 -3.98 -2.54  0.00
H: 1.95 2.43 3.22  0.00
H: -1.66 -3.81 -1.11  0.00
H: 2.17 0.93 2.60  0.00
H: -1.89 -0.09 4.19  0.00
H: -1.38 4.38 0.31  0.00
H: -1.28 -1.66 3.74  0.00
H: -2.56 -1.21 -3.49  0.00
H: 0.51 -4.38 -0.63  0.00
H: 0.03 4.42 -2.43  0.00
H: 1.23 5.56 -1.98  0.00
H: 0.72 0.97 4.79  0.00
H: -0.60 1.69 3.82  0.00
H: 0.12 3.95 2.18  0.00
H: 2.04 -1.38 2.59  0.00

The net charge is 0. Its largest force on an atom is 10.92 eV/Å. For the molar mass, the calculation gives 661.3 g mol⁻¹. As for the expectation value of S²: 0.761. The value obtained for the electronic energy is -85733.8320 eV. As for the spin multiplicity: 2. As for the LUMO energy (spin up / spin down): -2.10 / -3.15 eV. As for the gap between HOMO and LUMO (spin up / spin down): 7.42 / 6.36 eV.

Record 2
Computed, not measured: C8H24BeNO11 as an isolated structure in a non-equilibrium geometry, with ωB97M-V/def2-TZVPD.

Last column: Löwdin spin population.
Geometry (Å):
O: 2.49 -0.01 2.44  0.00
O: 0.12 0.01 -0.27  0.00
O: -3.95 -2.74 4.63  0.00
O: 0.51 -2.31 -3.95  0.00
O: 0.89 -2.26 1.37  0.00
O: -0.18 0.67 1.65  0.00
O: 2.07 -1.10 -1.76  0.00
O: -2.02 -0.80 3.37  0.00
O: -0.01 5.12 -1.16  0.08
O: -0.50 2.06 0.02  0.05
O: -1.83 3.13 -2.75  0.09
N: -0.21 0.92 0.47  0.00
C: -3.50 -2.78 3.25  0.00
C: -0.41 3.35 -2.83  0.01
C: -2.02 -2.19 3.16  0.00
C: 1.78 -0.50 -2.99  0.00
C: 0.41 -0.94 -3.55  0.00
C: 2.35 -2.29 1.55  0.00
C: 0.04 4.83 -2.59  0.01
C: 2.60 -1.36 2.78  0.00
Be: -2.30 4.15 -0.46  0.75
H: 1.55 -0.57 -1.16  0.00
H: -1.43 -0.35 2.76  0.00
H: 0.61 -1.44 0.96  0.00
H: 1.88 -1.47 3.59  0.00
H: -0.66 5.42 -3.18  0.00
H: -3.24 -3.18 5.11  0.00
H: 2.95 -1.95 0.70  0.00
H: 0.21 -0.38 -4.46  0.00
H: 0.80 -2.75 -3.15  0.00
H: -0.40 3.09 -3.89  0.00
H: -1.59 -2.34 2.17  0.00
H: -1.40 -2.66 3.92  0.00
H: 2.65 -0.87 -3.54  0.00
H: -1.97 2.31 -3.22  0.00
H: 1.82 0.58 -2.93  0.00
H: 1.06 4.93 -2.95  0.00
H: -0.25 -0.89 -2.68  0.00
H: -3.62 -3.79 2.84  0.00
H: 0.82 5.51 -0.87  0.00
H: 1.58 0.26 2.35  0.00
H: -4.13 -2.16 2.61  0.00
H: 3.60 -1.55 3.18  0.00
H: 0.21 2.65 -2.28  0.00
H: 2.62 -3.32 1.77  0.00

The net charge is 0. Its largest force on an atom is 3.05 eV/Å. For the molar mass, the calculation gives 319.3 g mol⁻¹. As for the expectation value of S²: 0.751. The value obtained for the electronic energy is -33089.0012 eV. As for the spin multiplicity: 2. As for the LUMO energy (spin up / spin down): -1.38 / -3.76 eV. As for the gap between HOMO and LUMO (spin up / spin down): 7.44 / 5.07 eV.

Record 3
Computed, not measured: one molecule with the formula C30H33N3O3S, with ωB97M-V/def2-TZVPD.

Last column: Mulliken charge in e.
Geometry (Å):
S: 3.02 0.75 2.79  -0.06
O: 4.84 -1.48 -2.75  -0.48
O: 0.44 0.59 3.22  -0.73
O: -0.71 -1.85 -0.18  -0.79
N: 0.79 -0.22 0.15  0.77
N: -0.95 -1.06 2.52  0.17
N: -2.68 2.61 -0.79  0.11
C: 4.88 -0.81 1.97  -0.77
C: -3.43 -2.78 2.70  -0.52
C: -3.76 3.51 -2.86  -0.92
C: -2.94 2.66 -2.12  -0.51
C: 2.59 -0.60 1.81  0.08
C: 0.19 -0.36 2.50  0.10
C: 1.44 1.03 -0.17  -1.85
C: 1.18 -0.86 1.43  -0.40
C: -1.80 1.59 -0.54  -0.79
C: -3.08 2.30 -4.85  -0.79
C: -3.81 3.32 -4.22  -0.50
C: 5.10 1.62 -0.90  -0.75
C: 3.68 -1.34 1.47  -0.40
C: -0.16 -0.83 -0.58  0.80
C: 2.84 0.85 -0.71  0.25
C: 4.68 0.32 2.69  -0.50
C: 5.42 0.52 -1.67  -0.66
C: 3.15 -0.25 -1.50  -0.09
C: 3.90 -2.47 -3.08  -0.70
C: -3.10 0.14 2.75  -1.10
C: -2.06 -0.78 3.41  -0.38
C: -0.55 -0.21 -1.90  -1.09
C: -2.27 1.46 -4.12  -0.40
C: -2.71 -2.09 3.85  -1.05
C: 4.44 -0.42 -1.98  0.81
C: -4.47 -1.85 2.08  -1.06
C: -1.47 0.97 -1.70  0.99
C: -2.19 1.63 -2.74  0.35
C: 3.82 1.79 -0.41  -0.53
C: -3.79 -0.57 1.58  0.10
H: -1.11 -1.72 1.76  0.19
H: -1.09 -0.97 -2.47  0.63
H: 4.44 -3.20 -3.68  0.25
H: 3.58 2.64 0.20  0.45
H: -3.15 2.19 -5.92  0.40
H: -3.42 -1.86 4.65  0.45
H: -4.44 3.96 -4.83  0.39
H: -2.72 -3.09 1.94  0.26
H: 0.83 1.57 -0.89  0.75
H: 5.41 0.92 3.19  0.51
H: -1.62 -0.25 4.27  0.44
H: -1.47 1.40 0.46  0.63
H: 1.47 1.64 0.74  0.21
H: 2.38 -0.97 -1.70  0.37
H: 3.49 -2.96 -2.19  0.26
H: 5.85 -1.26 1.80  0.44
H: -4.96 -2.35 1.24  0.38
H: -3.84 0.41 3.50  0.55
H: -3.92 -3.68 3.08  0.36
H: 1.03 -1.94 1.28  0.81
H: 3.62 -2.23 0.87  0.53
H: -2.61 1.05 2.41  0.36
H: 5.87 2.34 -0.66  0.39
H: 6.42 0.36 -2.05  0.48
H: -4.32 4.29 -2.38  0.41
H: -4.54 0.10 1.14  0.44
H: -1.70 0.68 -4.61  0.45
H: -3.07 -0.82 0.81  -0.11
H: -5.23 -1.59 2.82  0.38
H: 0.33 0.09 -2.47  0.34
H: -3.08 3.22 -0.09  0.25
H: 3.07 -2.06 -3.67  0.29
H: -1.94 -2.75 4.27  0.38

The net charge is 0. Its largest force on an atom is 0.77 eV/Å. As for the SMILES: COc1cccc(CN(C(=O)Cc2c[nH]c3ccccc23)[C@H](C(=O)NC2CCCCC2)c2cccs2)c1. For the molar mass, the calculation gives 515.7 g mol⁻¹. The value obtained for the electronic energy is -53095.4501 eV. As for the spin multiplicity: 1. As for the LUMO energy: 0.65 eV. As for the gap between HOMO and LUMO: 8.77 eV.